# C2H5NOS

One molecule with the formula C2H5NOS (ωB97M-V with the def2-TZVPD basis set, the Open Molecules 2025 dataset).

Element x y z (Å)
N: 0.70122 -1.33775 -0.06879
C: 0.46539 -0.15925 -0.65906
S: 0.46890 0.34677 -2.28464
C: -0.20887 0.82446 0.16167
O: -0.79554 0.52940 1.40263
H: 0.20961 -1.30276 0.90745
H: 1.22250 -2.14133 -0.56347
H: 0.57917 1.63937 0.25430
H: -0.98601 1.40727 -0.46312
H: -1.65638 0.19382 1.31303

Molecular weight in Da: 91.135
DFT total energy in eV: -16526.7463
HOMO-LUMO gap in eV: 8.71
ΔE to the lowest compared entry with this formula, charge and spin in eV: 1.635
SMILES: NC(=S)CO
HOMO level in eV: -8.244
LUMO energy in eV: 0.4616


# C7H12O

A 3-piece molecular cluster, C7H12O overall (ωB97M-V with the def2-TZVPD basis set, the Open Molecules 2025 dataset).

Element x y z (Å)
C: -0.56987 -1.59277 2.40625
C: -0.41031 0.24344 0.90114
C: -0.65944 1.94410 -2.06531
C: -0.28831 -0.77721 0.07150
C: 0.31415 1.33585 -1.11981
C: -0.17904 -1.78558 -0.73538
C: 1.61397 1.55768 -1.05352
O: 0.73523 -1.69654 2.86819
H: 1.24787 -2.23574 2.25587
H: -1.02680 -2.51566 2.04731
H: -1.17742 -1.03936 3.11374
H: -1.35601 0.75874 0.99680
H: 0.43371 0.59025 1.48169
H: -0.18370 2.65611 -2.75976
H: -1.44926 2.48222 -1.53090
H: -1.16077 1.17883 -2.66694
H: 0.12882 -1.62674 -1.76107
H: -0.39821 -2.79308 -0.40215
H: 2.25325 1.06211 -0.32315
H: 2.13214 2.25333 -1.72450

Molecular weight in Da: 112.172
DFT total energy in eV: -9493.1337
HOMO-LUMO gap (alpha / beta) in eV: 7.21 / 7.61
ΔE to the lowest compared entry with this formula, charge and spin in eV: 7.685
HOMO level (alpha / beta) in eV: -6.465 / -6.820
LUMO energy (alpha / beta) in eV: 0.7437 / 0.7942


# H80O40

A 40-piece molecular cluster, H80O40 overall (ωB97M-V with the def2-TZVPD basis set, the Open Molecules 2025 dataset).

Element x y z (Å)
H: -1.03339 4.16083 -1.90728
H: -2.13081 4.88417 -1.24134
O: -1.14967 4.95058 -1.38592
H: -1.28908 2.43807 5.01654
H: -0.94102 2.29935 3.61899
O: -1.77265 2.36924 4.19358
H: -5.71864 -0.27454 2.31738
H: -4.99431 0.15911 3.61504
O: -4.91565 0.17706 2.67546
H: 1.14648 3.83972 -0.79150
H: 0.22620 4.72492 0.18565
O: 0.48115 3.83752 -0.11742
H: -2.29621 -4.20813 -0.23575
H: -1.79223 -5.63743 -0.65824
O: -2.10845 -5.05199 0.08475
H: 0.67045 -1.01999 -0.81450
O: 0.79777 -1.46869 -1.70093
H: 2.67956 -2.46201 0.84663
O: 1.74715 -2.30602 0.69037
H: 0.21271 2.07601 -2.16231
H: 1.28704 2.18137 -2.85693
O: 0.64397 2.84350 -2.52277
H: -1.21353 0.03892 6.36364
H: -1.35663 0.41717 4.77542
O: -0.86886 -0.06246 5.46234
H: -1.73668 -0.58689 2.13448
H: -0.13742 -0.72537 2.06149
O: -0.91953 -0.37102 2.57356
H: 2.90934 4.44433 2.43878
H: 3.32449 3.02705 2.69861
O: 3.74115 3.88577 2.48816
H: -0.07085 -2.34535 -4.51023
O: -0.12475 -1.39274 -4.78991
H: -3.93099 1.61618 -3.29044
H: -4.77030 0.66960 -2.94002
O: -3.79765 0.66308 -3.17503
H: 2.39829 -0.55852 5.88681
H: 2.80023 -0.82604 4.40287
O: 3.00366 -0.45685 5.18332
H: 6.01579 -0.92317 -3.34034
H: 6.30321 -1.22898 -1.79082
O: 5.74934 -1.31460 -2.55593
H: 3.50078 -0.05706 -3.22110
H: 2.01265 0.01711 -3.08156
O: 2.79899 0.59508 -3.12866
H: 3.39687 0.04161 -5.34093
H: 3.40043 1.51267 -5.05796
O: 3.86376 0.84016 -5.63299
H: 1.60674 1.48138 -0.87190
H: 0.54609 1.53712 0.33070
O: 1.25737 1.07262 -0.12054
H: -3.98186 -1.04282 0.90483
O: -3.25373 -1.40861 0.46637
H: -2.45977 2.02452 0.97088
H: -2.24067 0.88718 0.21676
O: -1.73274 1.68232 0.48939
H: 0.81445 -1.22577 3.68537
O: 1.52026 -1.54096 3.10445
H: -0.22224 -4.08871 -4.58978
H: -1.53650 -3.37583 -5.36141
O: -1.10230 -3.68874 -4.56876
H: 0.69706 -4.36405 0.32084
H: -0.44177 -4.90668 -0.36086
O: 0.48539 -4.54685 -0.64361
H: -4.31298 -2.87030 4.53106
H: -3.70389 -1.43943 4.26801
O: -4.49535 -1.97755 4.20044
H: 4.53728 2.01305 0.58626
H: 3.83545 0.81428 -0.26786
O: 4.59583 1.10214 0.21441
H: -0.70936 -1.69977 -2.39139
H: -1.71064 -2.64367 -1.55176
O: -1.54839 -2.28398 -2.40100
H: -4.74453 1.87409 -0.71493
H: -5.56507 1.20379 0.53792
O: -4.98285 1.09108 -0.25930
H: -2.33299 0.46748 -2.66818
H: -1.20752 0.00405 -3.36160
O: -1.40202 0.81519 -2.83328
H: -3.46240 -4.12719 -2.42404
H: -2.00355 -4.22763 -3.00152
O: -2.54857 -4.55399 -2.34452
H: -0.34632 1.63923 1.95774
H: 0.91637 2.07998 2.74251
O: 0.05351 2.36755 2.37248
H: -1.35271 -3.31059 1.71810
H: -0.97353 -4.74368 2.05891
O: -0.93869 -3.86880 2.42166
H: -4.06123 -2.53955 -4.63388
O: -3.88034 -1.92463 -5.38450
H: 3.71330 0.18771 3.44832
H: 4.80500 0.96548 2.50033
O: 3.90300 0.71465 2.67925
H: -2.93503 -1.03078 -0.34941
H: 1.08890 -2.37096 -1.37668
H: 1.29340 -2.51646 3.06238
H: 1.28415 -1.50355 0.93697
H: 0.77046 -1.65174 -5.12445
H: -3.49518 -1.06752 -4.89943
O: 2.77417 2.25288 4.75187
H: 3.70518 2.58568 4.51281
H: 2.92164 1.30021 4.79513
O: -1.23796 5.13276 3.58977
H: -0.81314 4.57318 2.94351
H: -1.61386 4.50281 4.25005
O: 1.03225 3.68493 -4.78097
H: 0.48026 3.10175 -4.24926
H: 1.43161 4.08642 -4.03860
O: 5.78650 -1.12528 1.70962
H: 6.10378 -0.24944 1.62217
H: 4.87223 -0.95299 1.44697
O: 1.70418 5.58142 1.99316
H: 1.37372 6.46968 2.18272
H: 0.98544 5.17736 1.51879
O: -5.96060 -0.84708 -1.50378
H: -5.68908 -1.43539 -0.78469
H: -5.22963 -0.24050 -1.46094
O: 4.32675 -4.32225 -3.12923
H: 5.07703 -3.86825 -2.77545
H: 3.88812 -4.32434 -2.27847

Molecular weight in Da: 720.600
DFT total energy in eV: -83193.8308
HOMO-LUMO gap in eV: 9.36
ΔE to the lowest compared entry with this formula, charge and spin in eV: 11.985
HOMO level in eV: -10.256
LUMO energy in eV: -0.8953


# C36H30AlBr3N4O2Se

C36H30AlBr3N4O2Se as an isolated structure (ωB97M-V with the def2-TZVPD basis set, the Open Molecules 2025 dataset).

Element x y z (Å)
Al: -0.96259 -0.31272 -0.07526
O: 1.06832 2.02808 -2.87101
C: 0.12999 2.93896 -3.05186
C: 0.41948 3.92913 -4.01689
C: -0.52948 4.88740 -4.39674
C: -1.63418 5.10716 -3.60067
C: -1.93176 4.20496 -2.60480
C: -1.15659 3.06697 -2.34018
C: -1.54829 2.07443 -1.27728
O: -0.59865 1.31597 -0.76736
N: -2.49458 1.04213 -1.99593
N: -2.67801 -0.09670 -1.23759
C: -3.77513 -0.67892 -1.12653
C: -3.95632 -1.81970 -0.24544
Br: -2.61590 -3.22286 -0.36907
C: -5.06478 -1.91109 0.53387
C: -5.95211 -0.71345 0.66327
C: -7.31019 -0.76484 0.21517
C: -8.06626 0.38848 0.36547
C: -7.49397 1.60982 0.84150
C: -6.13572 1.64397 1.18320
C: -5.37315 0.45824 1.13604
H: 0.79072 1.48237 -2.09888
H: 1.39378 3.80590 -4.55263
H: -0.23650 5.46175 -5.22668
H: -2.44304 5.77748 -4.00914
H: -2.86772 4.31449 -2.06728
H: -2.23704 2.62168 -0.60536
H: -3.37749 1.46960 -2.24251
H: -4.60680 -0.31658 -1.65135
H: -5.13189 -2.72627 1.25875
H: -7.62692 -1.81474 0.05954
H: -9.14482 0.40492 0.14495
H: -8.12884 2.51316 0.97915
H: -5.66058 2.54110 1.56390
H: -4.27788 0.45056 1.38495
Br: -3.79530 1.88535 5.41213
C: -2.88096 1.01944 4.02373
C: -2.02148 1.88739 3.31893
C: -1.49689 1.35042 2.13173
C: -1.71922 0.06294 1.66518
C: -2.56917 -0.77254 2.43617
C: -3.04964 -0.29402 3.61714
H: -1.87804 2.93624 3.50524
H: -0.90466 2.00440 1.49330
H: -2.72804 -1.83781 2.16471
H: -3.66149 -0.98394 4.25997
C: 7.25259 0.78771 -0.64087
N: 6.51593 -0.18769 0.06281
C: 5.16307 -0.40316 -0.06068
Se: 3.97417 0.67725 -0.97415
N: 4.85856 -1.49685 0.70125
C: 6.00774 -2.09322 1.23909
C: 6.22955 -3.19411 2.00166
C: 7.58637 -3.35565 2.41656
C: 8.63118 -2.49724 2.03212
C: 8.37752 -1.40976 1.25338
C: 7.06439 -1.22077 0.83558
H: 8.23086 0.44688 -0.75778
H: 7.36386 1.74471 -0.10672
H: 6.86308 1.00889 -1.58034
H: 4.10626 -2.09584 0.48040
H: 5.50491 -4.02037 2.23495
H: 7.86743 -4.21868 3.05369
H: 9.62369 -2.74176 2.35952
H: 9.21315 -0.69229 1.01587
Br: 3.57387 -5.26583 -1.00366
C: 2.23136 -3.83717 -0.76353
C: 1.66686 -3.29328 -1.89074
C: 0.80763 -2.29215 -1.74312
C: 0.38179 -1.76926 -0.51218
C: 1.03543 -2.37982 0.57239
C: 1.96365 -3.40478 0.49878
H: 2.02634 -3.70422 -2.84277
H: 0.42703 -1.79798 -2.66816
H: 0.83834 -1.98004 1.53491
H: 2.53317 -3.73224 1.32418

Molecular weight in Da: 896.316
DFT total energy in eV: -329944.7662
HOMO-LUMO gap in eV: 6.83
ΔE to the lowest compared entry with this formula, charge and spin in eV: 1.780
HOMO level in eV: -7.334
LUMO energy in eV: -0.5042